Below is 9 unconnected molecules or ions with the total composition C43H82NO9P at a distorted geometry, with properties calculated with ωB97M-V/def2-TZVPD.

* structure (SMILES): CCCCOP(CC)c1ccncc1.C1CCOC1.C1CCOC1.C1CCOC1.C1CCOC1.C1CCOC1.C1CCOC1.C1CCOC1.C1CCOC1
* molar mass: 788.10 g/mol

Geometry (Å):
C  -1.33  2.00  -0.07
C  -2.50  2.97  0.16
C  -3.37  2.50  1.35
C  -4.81  2.98  1.31
O  -5.62  2.33  0.33
P  -6.34  0.95  0.90
C  -7.78  0.65  -0.21
C  -8.54  1.95  -0.56
C  -5.13  -0.35  0.51
C  -4.31  -0.30  -0.61
C  -3.40  -1.30  -0.78
N  -3.23  -2.36  0.00
C  -4.00  -2.41  1.07
C  -4.94  -1.43  1.32
H  -1.41  1.09  0.53
H  -0.37  2.45  0.16
H  -1.28  1.67  -1.11
H  -2.04  3.93  0.39
H  -3.10  3.06  -0.74
H  -2.93  2.91  2.26
H  -3.27  1.41  1.43
H  -4.80  4.05  1.05
H  -5.24  2.90  2.31
H  -8.45  -0.03  0.32
H  -7.46  0.16  -1.13
H  -9.01  1.82  -1.54
H  -7.86  2.80  -0.56
H  -9.33  2.11  0.17
H  -4.38  0.54  -1.29
H  -2.75  -1.23  -1.66
H  -3.91  -3.22  1.78
H  -5.54  -1.52  2.22
C  2.46  4.88  3.33
C  1.49  4.40  4.39
C  0.31  3.94  3.55
O  0.85  3.48  2.31
C  2.22  3.88  2.21
H  3.50  4.89  3.65
H  2.19  5.88  3.00
H  1.91  3.55  4.93
H  1.22  5.16  5.12
H  -0.38  4.77  3.34
H  -0.26  3.13  4.02
H  2.84  2.98  2.34
H  2.41  4.29  1.22
C  -5.11  -7.46  2.66
C  -5.99  -6.98  3.81
C  -5.60  -5.51  3.90
O  -5.25  -5.10  2.58
C  -5.12  -6.25  1.74
H  -5.47  -8.37  2.18
H  -4.10  -7.65  3.02
H  -7.04  -7.08  3.54
H  -5.83  -7.52  4.74
H  -4.73  -5.37  4.55
H  -6.41  -4.88  4.27
H  -5.97  -6.28  1.06
H  -4.21  -6.16  1.15
C  1.43  0.01  -1.40
C  2.36  -1.12  -1.82
C  3.45  -0.35  -2.56
O  3.54  0.94  -1.94
C  2.41  1.13  -1.08
H  0.79  -0.25  -0.56
H  0.79  0.30  -2.24
H  2.78  -1.61  -0.94
H  1.89  -1.88  -2.44
H  3.20  -0.21  -3.61
H  4.43  -0.84  -2.50
H  2.76  1.06  -0.04
H  1.99  2.12  -1.24
C  -2.35  6.50  -3.85
C  -1.59  5.40  -4.58
C  -1.31  4.41  -3.47
O  -2.40  4.52  -2.54
C  -3.17  5.69  -2.85
H  -2.96  7.12  -4.49
H  -1.65  7.14  -3.32
H  -2.24  4.95  -5.34
H  -0.68  5.75  -5.08
H  -0.39  4.65  -2.94
H  -1.25  3.38  -3.82
H  -4.12  5.36  -3.29
H  -3.38  6.24  -1.93
C  3.34  -0.09  -7.74
C  4.13  -1.18  -8.47
C  4.42  -2.16  -7.35
O  3.33  -2.06  -6.43
C  2.54  -0.91  -6.75
H  2.72  0.52  -8.39
H  4.03  0.57  -7.21
H  3.49  -1.65  -9.23
H  5.03  -0.82  -8.96
H  5.34  -1.90  -6.82
H  4.50  -3.19  -7.70
H  1.60  -1.26  -7.19
H  2.31  -0.36  -5.83
C  5.65  0.92  5.45
C  4.89  1.51  6.63
C  5.26  2.98  6.55
O  5.48  3.26  5.16
C  5.53  2.04  4.42
H  5.24  -0.03  5.09
H  6.69  0.76  5.71
H  3.81  1.38  6.48
H  5.15  1.06  7.59
H  6.19  3.19  7.09
H  4.48  3.63  6.94
H  4.61  1.95  3.84
H  6.38  2.06  3.73
C  6.47  -2.54  2.00
C  6.04  -1.64  0.85
C  6.09  -0.26  1.49
O  7.12  -0.32  2.49
C  7.51  -1.68  2.70
H  6.86  -3.51  1.69
H  5.62  -2.72  2.67
H  6.77  -1.70  0.04
H  5.06  -1.88  0.44
H  5.15  -0.02  1.99
H  6.32  0.53  0.78
H  8.50  -1.82  2.25
H  7.58  -1.88  3.77
C  -1.57  -4.92  -1.41
C  -0.65  -6.03  -1.90
C  0.51  -5.24  -2.49
O  0.60  -4.03  -1.74
C  -0.57  -3.89  -0.92
H  -2.27  -5.24  -0.63
H  -2.15  -4.52  -2.24
H  -0.30  -6.63  -1.06
H  -1.12  -6.70  -2.62
H  0.31  -4.98  -3.54
H  1.46  -5.77  -2.44
H  -0.29  -4.08  0.12
H  -0.95  -2.87  -0.99



Below is a molecular structure, C43H84F3MgO23 at a distorted geometry, with properties calculated with ωB97M-V/def2-TZVPD.

* molar mass: 1050.42 g/mol
* net charge: +1

Geometry (Å):
Mg  -1.50  -3.12  -2.39
C  -0.16  -1.00  -0.38
O  -1.23  -1.53  0.45
O  -0.28  -1.81  -1.51
C  -0.03  0.58  -0.49
F  0.75  1.14  0.44
F  0.61  0.89  -1.64
F  -1.17  1.20  -0.39
C  -0.87  -1.91  1.79
C  -2.10  -2.43  2.49
H  -1.96  -2.63  3.55
H  -2.84  -1.63  2.47
H  -2.53  -3.33  2.06
H  -0.47  -1.11  2.42
H  -0.19  -2.76  1.74
H  0.78  -1.35  0.05
C  3.40  3.40  0.32
C  3.67  4.76  -0.20
C  4.70  4.55  -1.27
O  5.18  3.25  -1.07
C  4.11  2.46  -0.56
H  2.34  3.18  0.32
H  3.81  3.27  1.32
H  3.94  5.51  0.55
H  2.76  5.18  -0.64
H  5.52  5.27  -1.21
H  4.38  4.72  -2.30
H  4.47  1.54  -0.10
H  3.38  2.28  -1.35
C  -1.83  5.11  0.86
C  -0.79  6.08  0.32
C  -1.33  6.41  -1.08
O  -2.10  5.27  -1.43
C  -2.67  4.63  -0.32
H  -2.37  5.70  1.60
H  -1.42  4.24  1.38
H  0.18  5.57  0.35
H  -0.73  6.97  0.95
H  -0.50  6.64  -1.75
H  -1.94  7.31  -1.15
H  -2.44  3.59  -0.56
H  -3.74  4.79  -0.17
C  -3.96  2.24  2.38
C  -4.01  0.78  2.59
C  -5.25  0.63  3.55
O  -5.20  1.81  4.39
C  -4.68  2.89  3.60
H  -4.55  2.47  1.49
H  -2.97  2.66  2.26
H  -3.09  0.48  3.10
H  -4.15  0.19  1.69
H  -5.09  -0.27  4.15
H  -6.18  0.34  3.05
H  -3.91  3.22  4.29
H  -5.39  3.69  3.36
C  1.27  -1.82  5.11
C  2.02  -0.69  4.49
C  2.72  -1.29  3.21
O  2.22  -2.60  3.13
C  1.76  -3.05  4.39
H  0.20  -1.69  4.96
H  1.53  -1.82  6.17
H  2.69  -0.19  5.19
H  1.29  0.09  4.24
H  3.81  -1.26  3.29
H  2.52  -0.76  2.28
H  2.58  -3.48  4.97
H  0.98  -3.81  4.38
C  2.34  -0.75  -4.10
C  3.41  -1.68  -4.61
C  3.11  -1.79  -6.12
O  2.50  -0.53  -6.41
C  2.15  0.23  -5.29
H  2.64  -0.20  -3.21
H  1.45  -1.36  -3.90
H  3.48  -2.67  -4.17
H  4.39  -1.23  -4.42
H  2.36  -2.57  -6.22
H  3.99  -1.98  -6.73
H  1.11  0.57  -5.30
H  2.84  1.07  -5.22
C  -4.45  -0.73  6.84
C  -3.40  -1.55  6.04
C  -2.34  -1.89  7.12
O  -2.65  -1.15  8.29
C  -3.59  -0.13  8.01
H  -5.27  -1.29  7.30
H  -4.96  -0.02  6.20
H  -2.97  -0.93  5.26
H  -3.79  -2.34  5.40
H  -1.36  -1.56  6.77
H  -2.42  -2.94  7.41
H  -3.09  0.79  7.71
H  -4.23  0.00  8.89
C  8.11  -0.16  -0.23
O  7.10  -1.04  -0.71
C  5.92  -1.16  -0.06
O  5.60  -0.65  1.06
O  5.13  -1.97  -0.83
C  3.77  -2.04  -0.48
H  8.84  -0.16  -1.04
H  8.40  -0.68  0.68
H  7.78  0.86  -0.04
H  3.66  -1.94  0.60
H  3.46  -3.05  -0.74
H  3.15  -1.36  -1.06
C  0.90  4.10  -2.57
O  2.08  4.34  -3.32
C  2.15  3.93  -4.61
O  1.27  3.41  -5.27
O  3.32  4.31  -5.08
C  3.72  3.94  -6.37
H  0.66  3.04  -2.46
H  0.08  4.57  -3.11
H  0.95  4.55  -1.58
H  3.09  4.46  -7.09
H  3.61  2.87  -6.52
H  4.79  4.04  -6.56
C  -1.28  -7.52  -1.01
O  -0.53  -6.66  -0.06
C  -0.49  -5.30  -0.26
O  -1.10  -4.70  -1.16
O  0.47  -4.76  0.53
C  1.04  -5.37  1.64
H  -0.59  -7.63  -1.85
H  -2.23  -7.13  -1.39
H  -1.52  -8.36  -0.37
H  1.99  -4.89  1.88
H  1.31  -6.41  1.46
H  0.34  -5.30  2.48
C  -4.20  -5.04  0.13
O  -4.62  -3.64  0.14
C  -3.97  -2.72  -0.57
O  -3.14  -2.95  -1.41
O  -4.55  -1.60  -0.33
C  -4.13  -0.38  -1.05
H  -3.84  -5.32  -0.86
H  -4.98  -5.70  0.51
H  -3.34  -5.17  0.78
H  -4.77  0.46  -0.78
H  -4.13  -0.41  -2.14
H  -3.12  -0.10  -0.77
C  -0.96  -1.41  -6.47
O  -1.38  -0.41  -5.54
C  -2.01  -0.64  -4.38
O  -2.17  -1.75  -3.78
O  -2.45  0.48  -3.89
C  -2.44  1.77  -4.52
H  -0.59  -0.94  -7.38
H  -1.82  -2.01  -6.78
H  -0.17  -2.01  -6.01
H  -1.45  2.19  -4.71
H  -3.05  2.45  -3.94
H  -2.87  1.58  -5.51



| no. | total energy (Ha) |
| --- | --- |
| 1 | -2760.7468 |
| 2 | -3918.7374 |